Here is a molecular structure, C39H43N6O4Y in a non-equilibrium geometry from the Open Molecules 2025 dataset. Energies are from wB97M-V/def2-TZVPD.

Values from the calculation:
LUMO in eV: 0.086
E in eV: -59318.78369
HOMO-LUMO gap in eV: 7.509

Structure (XYZ):
```
93
Properties=species:S:1:pos:R:3:forces:R:3
Y -0.034728 -0.055947 -0.605713 0.2 -0.1 -1.9
O 1.189920 3.661336 -2.989070 0.0 0.0 -0.1
O -1.600738 -1.490161 -2.339867 0.1 0.1 0.6
O -2.174379 -2.909939 -3.933310 0.0 -0.1 0.0
O 4.137021 -1.017189 -1.778582 0.0 -0.1 0.1
N 0.003296 -2.503914 -5.367235 0.0 0.0 0.2
N 1.011872 1.892096 -1.500879 -0.1 -0.2 0.0
N 2.116681 -2.100249 3.069680 0.1 0.0 0.0
N 2.276723 -0.243299 -0.637375 -0.5 0.0 0.1
N -1.440334 1.356014 -2.502292 0.3 -0.2 0.1
N 0.969544 -2.503741 -1.429510 0.2 0.4 0.3
C -2.136532 2.272505 -5.035973 0.0 0.0 0.1
C -0.804548 1.621257 3.514734 -0.1 0.1 0.1
C -2.244057 -3.126345 2.935487 0.0 0.0 0.0
C -0.619313 2.678182 1.258564 0.0 0.1 0.1
C 0.371722 -3.697001 -1.484530 -0.3 0.0 0.0
C -1.160857 3.326611 0.156537 -0.1 0.0 0.0
C 3.082100 -3.619143 -1.558788 0.0 -0.1 -0.1
C -0.913996 -1.310257 1.179345 -0.1 -0.4 0.8
C -3.339147 2.629795 0.829225 0.0 0.0 0.0
C -1.630972 0.636944 4.335040 0.1 0.1 -0.1
C 1.319576 -2.361539 1.878536 -0.1 0.0 0.0
C -2.803635 2.025113 1.961459 0.0 0.0 0.0
C 0.650106 2.656559 -2.529682 0.0 0.0 0.3
C -2.972952 -2.216815 2.189670 -0.2 0.0 -0.1
C -1.437201 2.059879 2.209511 0.1 0.0 0.1
C 2.713067 3.411845 -0.487215 -0.1 0.1 0.0
C 4.491172 2.386869 0.777687 0.0 -0.1 0.0
C -0.865905 -3.149144 2.799780 0.0 -0.1 0.0
C 3.996363 1.128856 0.467260 0.0 0.0 0.0
C 3.852004 3.520862 0.297311 0.0 0.0 0.0
C -0.289868 -1.485300 -4.361620 -0.1 -0.1 0.0
C 2.306538 -2.471730 -1.451336 0.1 -0.1 -0.1
C -2.315738 -1.357928 1.319364 0.2 0.2 0.0
C -0.200591 -2.252717 1.961664 -0.1 0.0 0.0
C 2.454105 -4.849707 -1.608509 -0.1 0.1 0.0
C -3.117029 4.059683 -1.246726 0.1 0.0 0.1
C 3.010402 -1.137701 -1.311499 0.0 0.0 0.0
C -1.403914 -1.967551 -3.433188 0.4 0.4 -0.3
C 2.087598 -3.096545 4.120826 0.0 0.1 -0.1
C -2.535122 3.315211 -0.074636 0.0 0.0 0.0
C -0.502701 2.873024 4.353056 0.1 -0.1 0.0
C 2.197301 2.154280 -0.792634 0.2 -0.1 0.1
C 2.859151 1.007492 -0.318302 0.0 0.2 -0.1
C 1.962406 -0.761746 3.592965 0.0 -0.1 0.0
C -0.947333 2.656976 -4.447607 0.0 0.1 0.0
C -2.613914 1.035961 -3.055908 -0.2 0.0 0.1
C 1.065754 -4.889600 -1.568903 0.1 0.0 0.0
C -0.633815 2.181996 -3.178101 -0.1 0.1 -0.1
C -3.002046 1.459309 -4.313408 0.0 0.1 0.0
H -2.938936 -0.665269 0.752641 0.0 0.0 0.0
H -1.773822 -3.143461 -4.800695 0.0 0.0 0.0
H 0.003617 2.593697 5.279221 0.0 0.0 0.0
H -4.053277 -2.178381 2.277346 0.0 0.0 0.0
H 0.449815 2.743560 1.448237 0.0 0.0 -0.1
H 1.587566 -3.367688 1.533182 0.0 0.0 0.0
H 0.149338 1.148644 3.268663 0.0 0.0 0.0
H 1.209246 -3.014321 4.779273 0.0 -0.1 0.0
H -0.510598 3.872918 -0.516635 0.0 0.0 0.0
H 5.379156 2.478607 1.389996 0.0 0.0 0.0
H -2.546829 1.106379 4.702120 0.0 0.0 0.0
H -1.057685 0.313510 5.205644 0.0 0.0 0.0
H -3.271494 0.416506 -2.459624 0.0 -0.1 0.0
H -0.680381 -0.594361 -4.861535 0.0 0.0 0.1
H 0.657046 -3.189444 -5.003852 0.0 0.0 0.0
H -3.963763 1.167465 -4.712563 0.0 0.0 0.0
H -0.711879 -3.689568 -1.441977 0.0 0.0 0.0
H 4.156647 -3.510300 -1.589321 0.0 0.0 0.0
H 4.488979 0.233255 0.824725 0.0 0.0 0.0
H 0.559035 -1.171305 -3.751518 0.0 0.0 0.0
H 0.527261 -5.826769 -1.594084 0.0 0.0 0.0
H -0.248465 3.329946 -4.923884 0.0 0.0 0.0
H 2.105820 -0.035482 2.788442 0.0 0.0 0.0
H -1.891881 -0.242997 3.751167 0.0 -0.1 0.0
H 0.977132 -0.593864 4.057357 0.0 0.0 0.0
H 0.133238 3.572042 3.808503 0.0 0.0 0.0
H 2.108941 -4.096221 3.685298 0.0 0.0 0.0
H 3.028057 -5.765623 -1.663910 0.0 0.0 0.0
H -2.647353 3.754050 -2.183791 0.0 0.0 0.0
H 0.425123 -2.102459 -6.193885 -0.1 0.0 0.0
H 2.727125 -0.586875 4.352673 0.0 0.1 0.0
H 2.979542 -2.977010 4.741889 0.0 0.0 0.0
H -0.301478 -3.896624 3.343756 0.0 0.0 0.0
H -2.942198 5.131252 -1.133161 0.0 0.0 0.0
H 2.225887 4.292076 -0.880981 0.0 0.0 0.0
H -1.432125 3.386137 4.610031 0.0 0.0 0.0
H -2.398821 2.612111 -6.029811 0.0 0.0 0.0
H 1.673999 -1.650881 1.132391 0.0 -0.1 -0.1
H -3.470231 1.536086 2.660790 0.0 0.0 0.0
H 4.247698 4.501633 0.529964 0.0 0.0 0.0
H -4.410862 2.590922 0.666088 0.0 0.0 0.0
H -2.739957 -3.811217 3.612229 0.0 0.0 0.0
H -4.191328 3.895898 -1.325689 0.0 0.0 0.0
```
Positions in Å, forces in eV/Å.

Here is a molecular structure, C39H44As4Cl3CoN3OS2 in a non-equilibrium geometry from the Open Molecules 2025 dataset. Energies are from wB97M-V/def2-TZVPD.

Values from the calculation:
LUMO (spin up / spin down) in eV: -0.447 / -0.091
E in eV: -387892.27174
Multiplicity: 2
HOMO-LUMO gap (spin up / spin down) in eV: 6.793 / 7.289
ΔE to the lowest compared entry with this formula, charge and spin in eV: 0.513

Structure (XYZ):
```
97
Properties=species:S:1:pos:R:3:forces:R:3
As -6.927015 0.071239 2.849514 0.0 0.0 0.0
As 1.829399 1.734311 -1.163785 0.0 0.0 0.1
As -1.913520 -1.367557 0.679463 0.2 0.0 -0.1
As -2.608038 2.190933 0.511717 0.1 0.0 -0.1
Co 0.575666 -0.788174 0.416683 0.2 0.7 1.1
Cl 0.646133 -5.961357 -1.401291 0.0 0.0 0.0
Cl 2.489094 -5.121361 0.684761 0.0 0.0 0.0
Cl 3.118104 -4.601153 -2.102265 0.0 0.0 0.0
S 0.755641 -0.962521 2.670394 0.0 0.0 0.0
S 2.895510 -0.790934 0.321732 -0.3 -0.2 0.2
O 0.478616 1.088675 -0.418148 -0.1 -0.2 -0.5
N 4.898439 0.026983 7.111567 0.0 0.0 0.0
N 7.642500 0.288698 4.042877 0.1 0.1 0.0
N 0.657475 -2.429672 -0.633678 0.3 -0.8 -0.4
C 2.641504 0.478952 -2.365430 -0.1 0.0 -0.1
C 2.470386 3.789392 0.632430 0.1 0.0 0.0
C 1.755692 -0.431907 -2.931773 0.0 0.0 0.0
C -5.017538 -0.021632 3.385700 0.1 0.0 0.0
C 1.148485 -3.452184 -0.801431 -0.2 0.2 -0.1
C 3.993009 0.437870 -2.682346 -0.1 0.1 -0.2
C 4.722376 -0.355663 2.289777 -0.1 0.0 0.0
C -3.514324 3.886927 0.094267 0.0 0.0 0.0
C -3.670876 -0.792722 1.405675 0.0 0.1 0.0
C 1.602777 4.935017 -3.840185 0.0 0.0 0.0
C -2.558861 0.227234 3.413454 0.0 0.0 0.0
C 4.278180 2.209083 0.403537 0.0 0.0 0.0
C 1.176198 3.123910 -2.321565 0.0 0.1 0.1
C -6.936780 -0.260460 0.912354 0.0 0.0 0.0
C 2.870937 -0.528881 4.339560 -0.1 0.0 0.0
C 2.230161 -1.400085 -3.804519 0.0 0.0 0.0
C 4.475956 4.060907 1.924985 0.0 0.0 0.0
C 2.445921 -0.683469 3.021585 -0.1 0.0 0.0
C 6.526273 0.080150 3.865741 -0.1 -0.1 0.0
C -7.209464 2.018970 2.793580 0.0 0.0 0.0
C -0.190273 3.291483 -2.487657 -0.1 -0.1 0.0
C -1.225632 2.979447 1.651236 0.0 0.0 0.0
C 5.140254 -0.190253 3.601734 0.1 0.0 0.0
C 3.384979 -0.594606 1.984741 0.1 -0.1 0.0
C -2.592649 -1.913054 -1.065535 0.0 0.0 0.0
C 4.599417 -0.107753 6.010391 0.0 0.0 -0.1
C -3.912994 1.683817 1.893851 -0.1 0.0 0.1
C 0.233377 5.109470 -4.003707 0.0 0.0 0.0
C -1.822382 -3.122046 1.535813 0.0 0.0 0.0
C 2.076054 3.941877 -2.998248 0.0 0.0 0.0
C 3.582349 -1.452818 -4.111702 0.0 0.0 0.0
C 5.012918 2.924135 1.337639 0.0 0.0 0.0
C -0.660985 4.289703 -3.332213 0.0 0.0 0.0
C 3.007623 2.645942 0.048557 0.0 0.0 -0.1
C 4.459983 -0.530548 -3.558417 0.0 0.0 0.0
C 4.201972 -0.279477 4.640073 0.0 0.0 0.0
C 1.831423 -4.742145 -0.904770 -0.1 0.1 0.0
C -3.787653 0.286714 2.500904 0.1 -0.1 0.0
C 3.204698 4.492444 1.575296 0.0 0.0 0.0
H -2.819776 -3.549409 1.639675 0.0 0.0 0.0
H 4.683462 1.154346 -2.259548 0.0 0.0 0.1
H -4.878537 1.775953 1.395761 0.0 0.0 0.0
H -1.837262 -2.502225 -1.582523 0.0 0.0 0.0
H -2.805367 4.573429 -0.367164 0.0 0.0 0.0
H -3.499610 -2.507323 -0.950029 0.0 0.0 0.0
H 2.781890 5.374055 2.038327 0.0 0.0 0.0
H -0.871413 2.632216 -1.961696 0.0 0.0 0.0
H -1.352308 -3.026650 2.513146 0.0 0.0 0.0
H -0.134758 5.887996 -4.659103 0.0 0.0 0.0
H 2.297942 5.574642 -4.367732 0.0 0.0 0.0
H -2.814122 -1.023179 -1.654618 0.0 0.0 0.0
H -8.271341 2.220500 2.927384 0.0 0.0 0.0
H 0.702062 -0.389497 -2.676947 0.0 0.0 0.0
H 5.046433 4.603933 2.666603 0.0 0.0 0.0
H -2.397209 -0.785474 3.791901 0.0 0.0 0.0
H -0.693381 3.724963 1.061942 0.0 0.0 0.0
H 5.449337 -0.293116 1.490494 0.0 0.0 0.0
H -4.335475 3.715201 -0.601271 0.0 0.0 0.0
H -6.882184 2.468927 1.857887 0.0 0.0 0.0
H 2.146257 -0.592304 5.140330 0.0 0.0 0.0
H 4.674130 1.289039 -0.001321 0.0 0.0 -0.1
H -0.513853 2.221548 1.972328 0.0 0.0 0.0
H 3.144425 3.810197 -2.863747 0.0 0.0 0.0
H -1.726841 4.424535 -3.465840 0.0 0.0 0.0
H -3.905118 4.345191 1.003999 0.0 0.0 0.0
H -3.886042 2.437954 2.686964 0.0 0.0 0.0
H -4.991205 0.639093 4.259356 0.0 0.0 0.0
H -1.676608 3.465214 2.517966 0.0 0.0 0.0
H -4.898099 -1.032613 3.787227 0.0 0.0 0.0
H -1.213163 -3.788079 0.925687 0.0 0.0 0.0
H -6.668535 2.482914 3.618189 0.0 0.0 0.0
H 5.512693 -0.568174 -3.804832 0.0 0.0 0.0
H -4.250145 -0.506616 0.528273 0.0 0.0 0.0
H 1.543548 -2.111721 -4.244759 0.0 0.0 0.0
H 1.479351 4.127827 0.355212 0.0 0.0 0.0
H -1.650220 0.527866 2.889545 0.0 0.0 0.0
H -4.082864 -1.731731 1.781221 -0.1 0.0 0.0
H -6.300524 0.424775 0.354860 0.0 0.0 0.0
H 5.997790 2.579149 1.624434 0.0 0.0 0.0
H -2.681291 0.889062 4.273397 0.0 0.0 0.0
H -7.964562 -0.137921 0.570233 0.0 0.0 0.0
H 3.955227 -2.212655 -4.786028 0.0 0.0 0.0
H -6.632571 -1.286260 0.709225 0.0 0.0 0.0
```
Positions in Å, forces in eV/Å.

Q: Which value of E does entry 2 give?
A: -387892.27174 eV

Q: Which formula does entry 1 have?
A: C39H43N6O4Y